1.
Molecular formula: C46H45CdClN3O3P2Se2SiTe
Method: DFT, wB97M-V/def2-TZVPD

Positions of all 105 atoms, in Å:
1 Te 8.3889 -16.8421 1.0112
2 Cd 11.6128 -17.5009 -1.3206
3 Se 12.7600 -17.4922 1.4202
4 Se 9.9307 -24.2173 -0.4384
5 Cl 17.6644 -15.1599 -2.5216
6 P 12.2637 -19.6092 1.5053
7 P 9.7358 -22.8834 1.1961
8 Si 11.2613 -15.1222 -2.1368
9 O 11.8508 -18.5520 -3.6751
10 O 13.1085 -19.1283 -1.9400
11 O 14.9472 -20.2274 -3.7828
12 N 8.9977 -20.9060 -0.3459
13 N 9.2301 -19.6983 -0.8213
14 N 10.3136 -19.1935 -0.2544
15 C 13.5666 -20.1313 -4.0617
16 C 10.4785 -23.1605 3.9044
17 C 11.4046 -20.4111 5.9565
18 C 9.9289 -21.2078 0.5938
19 C 7.5678 -14.2273 2.0656
20 C 7.6956 -24.0957 2.5451
21 C 11.9693 -20.0959 3.2165
22 C 11.3544 -23.5777 4.8882
23 C 12.7743 -19.1803 -3.1330
24 C 10.7046 -19.8267 3.7417
25 C 8.8306 -11.8134 2.4799
26 C 13.0730 -23.9864 3.2509
27 C 8.9335 -14.1095 1.9061
28 C 16.5746 -16.9908 -4.1924
29 C 10.9087 -23.1996 2.5641
30 C 13.4856 -21.6105 0.0227
31 C 14.9533 -20.2026 1.3293
32 C 9.7434 -15.3268 1.5212
33 C 14.5581 -22.3514 -0.4390
34 C 12.6906 -20.7680 5.4673
35 C 10.7693 -20.0766 0.6482
36 C 12.9697 -20.5610 4.0899
37 C 7.4759 -11.9230 2.6144
38 C 15.5357 -18.4254 -6.0508
39 C 15.8351 -22.0594 0.0252
40 C 15.9233 -18.1581 -4.5876
41 C 6.1087 -21.8721 2.7949
42 C 10.4498 -19.9540 5.0887
43 C 9.4551 -14.4830 -2.0844
44 C 7.3355 -21.7405 2.1729
45 C 8.1520 -22.8607 2.0790
46 C 16.0551 -18.8300 -2.2856
47 C 16.7313 -17.6729 -1.9292
48 C 6.9571 -15.5509 1.8449
49 C 15.6631 -19.0485 -3.5755
50 C 12.4229 -13.9219 -1.1430
51 C 11.6584 -15.0732 -3.9937
52 C 16.0361 -20.9754 0.9053
53 C 13.6679 -20.5845 0.9518
54 C 12.6699 -23.9453 4.5700
55 C 5.6321 -23.0466 3.3209
56 C 6.8561 -13.1399 2.4552
57 C 12.1953 -23.6231 2.2764
58 C 16.9387 -16.7016 -2.8968
59 C 9.5545 -12.8894 2.0458
60 C 6.4725 -24.1451 3.1915
61 H 12.1556 -13.9385 -0.0869
62 H 16.7467 -16.2665 -4.9880
63 H 12.4459 -12.8892 -1.4797
64 H 9.4439 -13.3670 -2.2681
65 H 14.4483 -18.4285 -6.2515
66 H 6.9328 -11.0597 2.8903
67 H 4.7012 -23.0952 3.8225
68 H 15.1565 -19.2592 1.8447
69 H 9.4566 -22.8655 4.1815
70 H 13.3981 -21.2829 6.0860
71 H 12.7359 -15.1965 -4.2140
72 H 16.9964 -17.4576 -0.8888
73 H 8.8480 -15.0096 -2.8160
74 H 11.1523 -15.9444 -4.4582
75 H 9.4668 -19.7545 5.4589
76 H 7.6295 -20.7833 1.7410
77 H 10.9653 -23.6567 5.8894
78 H 16.6664 -22.6946 -0.1761
79 H 8.3180 -24.9917 2.3965
80 H 9.9692 -19.3920 3.0749
81 H 8.9166 -14.6449 -1.1396
82 H 13.1957 -21.1553 -3.9212
83 H 10.4506 -15.6545 2.2752
84 H 11.2799 -14.1751 -4.4680
85 H 17.0354 -20.8066 1.3285
86 H 9.2418 -10.8245 2.6162
87 H 12.4803 -21.8542 -0.2918
88 H 5.7813 -13.2640 2.6432
89 H 13.4770 -14.2891 -1.1854
90 H 13.3548 -24.2272 5.3440
91 H 11.1275 -20.6417 6.9953
92 H 15.8605 -19.4302 -6.3636
93 H 13.9585 -20.8401 3.8164
94 H 5.4607 -21.0236 2.8489
95 H 14.4920 -23.1887 -1.0885
96 H 6.0838 -15.5254 1.2275
97 H 6.6894 -15.9640 2.8172
98 H 13.3656 -19.7833 -5.0993
99 H 14.0874 -24.4069 3.0245
100 H 10.6224 -12.7723 1.9503
101 H 16.0619 -17.6069 -6.5858
102 H 10.2833 -15.0911 0.6400
103 H 6.1696 -25.1654 3.5083
104 H 12.5429 -23.6775 1.2596
105 H 15.7887 -19.5963 -1.5621

Values from the calculation:
Calculated total energy (eV): -240577.0116
Total charge: -1

***

2.
Molecular formula: C13H48Ba2O13
Method: DFT, wB97M-V/def2-TZVPD

Positions of all 76 atoms, in Å:
1 Ba 10.6962 26.2833 19.2938
2 Ba 15.5341 23.1982 18.6046
3 O 9.7985 24.8924 24.5045
4 O 11.1705 22.4234 18.9671
5 O 8.6409 23.2820 20.8530
6 O 13.9309 22.5173 22.1064
7 O 6.4818 17.2194 19.6647
8 O 4.5232 23.4143 22.6540
9 O 7.3807 17.2434 15.8642
10 O 14.1405 16.5855 20.6405
11 O 8.2426 19.1308 26.7809
12 O 7.3828 27.4934 21.0324
13 O 14.9814 19.5380 17.7557
14 O 5.4997 23.3434 18.0156
15 O 10.9867 22.0607 14.4752
16 C 9.9968 22.9531 14.0269
17 C 9.1756 21.9894 20.6472
18 C 13.8440 23.5313 23.0536
19 C 4.0345 22.1267 23.0094
20 C 8.8712 25.8219 25.0375
21 C 12.7685 16.7478 20.9823
22 C 6.0624 28.0184 20.8617
23 C 8.5834 17.9038 15.5500
24 C 7.5675 19.4321 25.6603
25 C 4.3604 22.5985 18.0234
26 C 10.1100 21.6104 19.3847
27 C 14.2243 19.0609 16.6628
28 C 6.9985 17.2944 20.9918
29 H 9.4609 17.4020 15.9578
30 H 8.5838 17.8806 14.4603
31 H 13.2737 24.3654 22.6447
32 H 8.5904 18.9591 15.8228
33 H 9.6232 22.6968 13.0356
34 H 9.0446 25.9505 26.1060
35 H 13.0657 22.4138 21.7035
36 H 5.5224 27.2423 20.3193
37 H 8.2483 19.8138 24.8994
38 H 6.8465 20.2077 25.9186
39 H 10.4695 20.5975 19.5660
40 H 13.3814 23.1747 23.9740
41 H 8.0775 17.1966 20.8725
42 H 6.9870 18.5754 25.3181
43 H 3.5999 23.0763 18.6411
44 H 9.8156 21.8214 21.5134
45 H 8.4039 21.2452 20.8437
46 H 2.9459 22.1788 22.9921
47 H 12.1345 16.6900 20.0975
48 H 7.3187 26.5714 21.2919
49 H 10.4384 23.9462 14.1103
50 H 13.1412 19.0597 16.7854
51 H 3.9768 22.4935 17.0086
52 H 6.6438 18.1697 21.5359
53 H 12.4372 16.0080 21.7110
54 H 9.4516 24.5296 23.6862
55 H 5.6298 28.0959 21.8592
56 H 8.8370 26.7211 24.4224
57 H 4.5962 21.6247 18.4527
58 H 14.4598 19.6572 15.7813
59 H 5.5260 17.2446 19.7507
60 H 9.1652 23.0280 14.7276
61 H 12.6790 17.7380 21.4290
62 H 4.4596 21.3890 22.3290
63 H 5.4462 23.2630 22.4376
64 H 14.2397 15.7489 20.1802
65 H 14.8768 23.8188 23.2503
66 H 6.6551 16.4584 21.6011
67 H 11.1479 22.1674 15.4156
68 H 9.4203 21.3187 18.5927
69 H 8.8700 19.8108 27.0367
70 H 7.3040 17.3769 16.8117
71 H 14.5476 18.0599 16.3773
72 H 5.9206 23.3677 18.8780
73 H 7.8188 25.5436 24.9838
74 H 5.9379 28.9433 20.2986
75 H 14.9525 18.8909 18.4643
76 H 4.3492 21.8720 24.0215

Values from the calculation:
Calculated total energy (eV): -42236.1072
Total charge: +2

***

Results for energy relative to the best compared isomer or geometry (same formula, charge and spin): 0.0; 257.2 (in kcal/mol, following the order of the records).
Results for HOMO level: -0.1831; -0.4123 (in hartree, following the order of the records).